Molecular formula: C3H9O2S
Method: DFT, ωB97M-V/def2-TZVPD

Last columns: bonded neighbours and bond lengths (Å).
Element x y z (Å)
1 C 0.22 -3.73 -1.39  O5 1.203, H7 1.088, H8 1.039
2 C 1.01 2.32 0.82  S6 1.798, H10 1.080, H11 1.164, H12 1.114
3 C -1.58 1.28 0.15  S6 1.844, H13 1.115, H14 1.113, H15 1.093
4 O 0.51 -0.30 0.98  S6 1.568, H9 0.938
5 O 0.37 -2.72 -0.75  C1 1.203
6 S 0.23 0.91 0.02  C2 1.798, C3 1.844, O4 1.568
7 H 0.86 -4.58 -1.17  C1 1.088
8 H -0.54 -3.83 -2.09  C1 1.039
9 H 0.93 -0.96 0.46  O4 0.938
10 H 2.05 2.24 0.55  C2 1.080
11 H 0.71 2.27 1.95  C2 1.164
12 H 0.84 3.19 0.14  C2 1.114
13 H -1.65 2.39 0.14  C3 1.115
14 H -2.02 0.66 0.97  C3 1.113
15 H -1.95 0.86 -0.79  C3 1.093

Net charge: +1
Spin multiplicity: 1
Relative energy (zero: lowest compared OMol25 entry of this formula, charge and spin) (kcal per mole): 18.8
LUMO (eV): -3.29
HOMO level (eV): -13.8

Results of the Mulliken charge analysis, in e, for atoms 1 through 2: atom 1 (C): -0.086, atom 2 (C): -0.927

Molecular formula: C3H9O2SSi
Method: DFT, ωB97M-V/def2-TZVPD

Last columns: bonded neighbours and bond lengths (Å).
Element x y z (Å)
1 C 0.98 0.92 0.72  C2 1.507, H8 1.081, H9 1.091, H10 1.121
2 C -0.31 1.08 -0.04  C1 1.507, C3 1.585, H11 1.072, H12 1.123
3 C -0.76 -0.21 -0.85  C2 1.585, O5 1.543, H13 1.074, H14 1.127
4 O -2.36 -1.31 2.60  Si6 1.537, S7 1.774
5 O -1.17 -1.27 0.19  C3 1.543, Si6 1.789
6 Si -1.80 -2.27 1.53  O4 1.537, O5 1.789, H15 1.505, H16 1.447
7 S -2.25 -1.26 4.37  O4 1.774
8 H 1.81 1.41 0.23  C1 1.081
9 H 0.74 1.29 1.72  C1 1.091
10 H 1.12 -0.18 0.83  C1 1.121
11 H -1.12 1.06 0.65  C2 1.072
12 H -0.24 1.98 -0.71  C2 1.123
13 H -0.02 -0.64 -1.51  C3 1.074
14 H -1.71 -0.04 -1.43  C3 1.127
15 H -2.86 -3.17 0.97  Si6 1.505
16 H -0.64 -2.93 2.09  Si6 1.447

SMILES: CCCO[SiH2]O[S-]
Net charge: -1
Spin multiplicity: 1
Relative energy (zero: lowest compared OMol25 entry of this formula, charge and spin) (kcal per mole): 3.7
LUMO (eV): 3.53
HOMO level (eV): -2.7

Results of the Mulliken charge analysis, in e, for atoms 1 through 2: atom 1 (C): -0.988, atom 2 (C): -0.320

Molecular formula: C3H9O3P
Method: DFT, ωB97M-V/def2-TZVPD

Last columns: bonded neighbours and bond lengths (Å).
Element x y z (Å)
1 C -0.34 -0.48 -2.31  O5 1.422, H8 1.139, H9 1.074, H10 1.119
2 C 1.06 0.09 2.55  P7 1.834, H11 1.117, H12 1.121, H13 1.132
3 C -1.58 0.27 -0.44  O5 1.330, O6 1.492, H14 1.126, H15 1.128
4 O 1.10 -1.25 -0.05  P7 1.496
5 O -1.26 -0.72 -1.26  C1 1.422, C3 1.330
6 O -0.51 0.76 0.49  C3 1.492, P7 1.629
7 P 0.92 0.02 0.73  C2 1.834, O4 1.496, O6 1.629, H16 1.370
8 H -0.84 0.16 -3.11  C1 1.139
9 H -0.03 -1.39 -2.79  C1 1.074
10 H 0.60 -0.11 -1.82  C1 1.119
11 H 0.66 1.13 2.62  C2 1.117
12 H 0.46 -0.77 2.94  C2 1.121
13 H 2.15 0.07 2.86  C2 1.132
14 H -2.38 -0.11 0.26  C3 1.126
15 H -1.71 1.27 -0.94  C3 1.128
16 H 1.69 1.06 0.28  P7 1.370

SMILES: COCO[P@@H](C)=O
Spin multiplicity: 1
Relative energy (zero: lowest compared OMol25 entry of this formula, charge and spin) (kcal per mole): 16.1
LUMO (eV): 0.93
HOMO level (eV): -10.1

Results of the Mulliken charge analysis, in e, for atoms 1 through 2: atom 1 (C): -0.562, atom 2 (C): -0.774